1.
DFT (ωB97M-V with the def2-TZVPD basis set) results for 2 unconnected molecules or ions with the total composition C6H13N3O3.

XYZ file:
```
25
Properties=species:S:1:pos:R:3
C 0.414 1.469 1.163
C 0.946 2.165 -0.113
N -1.489 0.642 -0.349
N -0.091 -0.390 -1.864
H 1.096 -0.225 2.373
O -0.474 -2.759 -0.551
H 0.300 2.208 1.947
H 1.957 1.803 -0.283
C -1.212 -3.984 -0.692
C -0.933 0.716 1.026
H 2.018 0.019 0.865
H -2.010 1.490 -0.556
H -0.790 -0.300 1.377
H -0.450 -1.284 -1.478
N 0.170 1.900 -1.373
O -1.392 -4.365 -1.840
H 0.783 1.857 -2.183
H 0.552 -0.409 -2.644
H -1.712 1.122 1.659
H 2.257 1.074 2.234
C -0.438 0.685 -1.254
O -1.543 -4.439 0.417
H -0.507 -2.742 0.417
H 1.044 3.237 0.011
C 1.504 0.510 1.688
```

## Properties
highest occupied orbital energy = -0.2749 Ha
LUMO energy = -0.029 hartree
orbital gap = 6.68 eV

---

2.
DFT (ωB97M-V with the def2-TZVPD basis set) results for a molecular structure, C26H27CaClN4O8S3.

XYZ file:
```
70
Properties=species:S:1:pos:R:3
H 3.798 1.926 -4.493
C -3.003 -2.717 2.185
Ca -0.548 -0.633 -1.231
O 1.665 -0.892 -1.139
H 0.792 -0.351 1.157
H 3.238 0.445 2.756
H 2.979 -1.195 2.203
O -1.881 -0.429 1.993
Cl -0.188 -0.809 -3.888
C 2.871 5.003 -0.641
O -1.328 -0.703 -4.752
C -4.706 -2.961 3.849
H -6.253 -0.088 0.042
N -5.934 -5.039 4.031
C 2.739 -0.150 1.988
C -4.929 -4.278 3.440
H -6.256 -4.750 4.937
N -2.924 -0.194 -1.767
H -5.890 -6.035 3.906
C 0.939 3.305 0.334
C 3.468 0.639 -2.814
C -5.310 -0.108 -0.497
C 5.463 -0.309 -1.810
H 0.815 4.629 2.034
C 0.732 1.449 2.333
C 2.264 5.274 0.584
H 3.642 5.664 -1.017
C -4.160 -4.805 2.396
C -3.751 -2.183 3.220
H 2.546 6.153 1.151
H -3.694 1.085 -3.176
O 1.033 -0.992 -4.619
H 2.907 1.158 0.221
C 3.337 0.237 0.634
C 1.504 3.037 -0.901
H -4.325 -5.830 2.075
C -3.190 -0.887 -0.644
H 2.954 3.686 -2.340
H -5.949 1.216 -2.086
C 4.084 -0.157 -1.866
C 2.488 3.894 -1.382
H 4.420 0.351 0.693
C 6.248 0.376 -2.724
H 1.537 2.163 2.502
H -2.608 -4.439 0.961
O -0.535 -2.431 1.455
H 6.264 1.716 -4.404
H -3.582 -1.157 3.522
H 5.921 -0.961 -1.070
S 3.100 -0.993 -0.657
O -0.085 0.426 -3.059
C 5.648 1.187 -3.685
C 1.293 4.421 1.079
C -5.151 0.620 -1.668
N -4.351 -0.862 0.028
S -0.274 2.187 0.977
C 4.267 1.311 -3.733
O -0.403 1.163 -0.130
S -1.808 -1.743 1.377
C -3.204 -4.030 1.771
N -2.126 -1.695 -0.193
H -5.298 -2.546 4.661
H 2.391 0.718 -2.842
C -3.917 0.545 -2.263
H 0.816 -0.633 2.843
C 1.224 0.018 2.076
O -0.375 -1.933 -2.939
H 7.325 0.271 -2.694
H 1.175 2.178 -1.474
H 0.050 1.466 3.181
```

## Properties
highest occupied orbital energy = -0.2884 Ha
LUMO energy = 0.011 hartree
orbital gap = 8.14 eV

---

3.
DFT (ωB97M-V with the def2-TZVPD basis set) results for a molecular structure, C14H23CuF4N3O6P2.

XYZ file:
```
53
Properties=species:S:1:pos:R:3
O 3.773 -0.734 -2.620
C 1.407 2.684 1.720
H 1.376 4.249 0.239
C -1.474 -2.653 0.839
H -0.231 3.626 0.634
H 1.641 1.189 3.947
H -3.901 -4.859 1.744
H 1.369 3.377 2.582
P 2.403 -0.343 -2.227
H 1.535 -0.841 -4.708
H -2.644 1.104 1.860
H 3.742 1.654 -3.804
H 0.572 -1.499 -1.984
C -1.649 1.039 1.424
C 2.733 2.021 -3.609
H 0.171 0.939 -5.266
H 3.594 0.976 2.431
O 1.417 -1.612 -2.447
O -0.549 1.305 -4.693
H 3.267 -0.588 3.167
Cu 0.399 -0.023 0.008
H 2.434 2.712 -4.400
C -0.650 1.584 2.450
C -2.131 -3.840 1.020
F -0.252 -2.697 0.259
O 2.125 0.321 -0.885
H -0.869 2.643 2.645
H 2.757 0.106 -5.172
N 1.794 0.133 -4.852
F -3.981 -0.401 2.211
C 0.815 3.346 0.489
O -0.679 0.644 -2.173
N -1.265 -0.294 0.992
C -2.000 -1.382 1.221
O 0.085 2.943 -2.931
F -5.160 -2.691 2.543
H -1.646 1.703 0.550
F -1.516 -4.975 0.621
C 1.511 0.630 3.000
H -0.132 3.099 -2.002
H 2.751 2.564 -2.665
C -3.388 -3.922 1.600
H 2.456 2.474 1.517
C 2.865 0.166 2.487
P 0.054 1.366 -3.232
C -3.932 -2.713 1.975
C -3.294 -1.503 1.800
H 2.779 -0.269 1.490
H -0.802 1.058 3.397
H 0.888 2.646 -0.347
N 0.751 1.427 2.039
C 1.787 0.821 -3.531
H 0.900 -0.243 3.229
```

## Properties
net charge = -1
highest occupied orbital energy = -0.1493 Ha
LUMO energy = 0.105 hartree
orbital gap = 6.91 eV

---

4.
DFT (ωB97M-V with the def2-TZVPD basis set) results for C3H7N3O in the gas phase.

XYZ file:
```
14
Properties=species:S:1:pos:R:3
H -0.818 -2.538 1.055
H 0.563 -0.998 -2.269
H -1.807 1.051 0.968
C -0.348 -0.789 0.378
H 2.001 0.245 -0.558
N -0.160 -0.283 -2.175
N -0.406 -2.038 0.265
C -0.029 0.359 -1.024
H -0.736 1.203 -0.982
H 1.513 1.815 -0.757
H 0.444 -0.028 2.310
O -1.208 1.000 1.734
C -0.238 0.107 1.483
N 1.230 0.895 -0.430
```

## Properties
highest occupied orbital energy (alpha / beta) = -0.3097 / -0.2740 Ha
LUMO energy (alpha / beta) = 0.005 / -0.022 hartree
orbital gap (alpha / beta) = 8.56 / 6.85 eV

---

5.
DFT (ωB97M-V with the def2-TZVPD basis set) results for a gas-phase ion, C4H8NO3 (charge -1).

XYZ file:
```
16
Properties=species:S:1:pos:R:3
O 2.662 -0.459 1.060
C 0.223 0.026 0.970
N 0.615 0.862 -1.322
H 0.415 1.014 1.385
O -2.099 0.862 -1.889
O 1.158 -2.068 1.447
H -2.376 -0.086 -0.076
C -1.766 0.670 -0.622
C -0.272 0.036 -0.455
C 1.509 -0.784 1.096
H -1.674 1.649 -0.061
H -0.579 -0.541 1.452
H 0.234 1.799 -1.337
H -0.346 -0.962 -0.877
H 1.958 -2.587 1.481
H 0.337 0.569 -2.251
```

## Properties
net charge = -1
highest occupied orbital energy = -0.1001 Ha
SMILES = N[C@H](C[O-])CC(=O)O
LUMO energy = 0.120 hartree
orbital gap = 6.00 eV

---

6.
DFT (ωB97M-V with the def2-TZVPD basis set) results for a molecular structure, C7H8Cl2IrN2NdO3S.

XYZ file:
```
25
Properties=species:S:1:pos:R:3
C -0.718 0.840 1.640
N -0.191 0.906 2.863
N -0.910 1.988 0.945
O 2.579 -3.277 -7.327
C 2.084 -4.029 -6.572
H -2.432 3.329 1.658
C 0.773 -6.939 -4.872
O 0.491 -8.085 -4.679
H -1.257 1.897 0.015
H -0.161 4.294 2.993
Ir 1.341 -5.161 -5.250
Cl 0.729 -4.340 -3.090
S -0.907 -0.762 0.888
Cl -1.145 -0.993 -3.021
C -0.723 3.344 3.059
C -1.333 3.203 1.661
H -1.584 3.505 3.748
C 1.488 0.175 -0.080
H -0.963 4.057 1.059
H 1.206 2.302 3.585
H -0.368 0.086 3.546
H -0.253 1.992 4.617
C 0.103 2.174 3.597
O 1.713 1.278 0.256
Nd 0.439 -1.783 -1.240
```

## Properties
net charge = +4
highest occupied orbital energy (alpha / beta) = -0.8319 / -0.8303 Ha
multiplicity = 8
⟨S²⟩ = 15.81
LUMO energy (alpha / beta) = -0.517 / -0.644 hartree
orbital gap (alpha / beta) = 8.58 / 5.08 eV

---

7.
DFT (ωB97M-V with the def2-TZVPD basis set) results for 2 unconnected molecules or ions with the total composition C7H12NO2.

XYZ file:
```
22
Properties=species:S:1:pos:R:3
H -0.484 -0.976 -2.330
H 1.128 1.801 0.646
H 2.100 -2.168 1.841
C -0.353 -0.200 1.001
H -0.839 0.577 -2.325
C 0.168 2.169 0.376
O -2.004 1.435 0.299
H 1.653 0.287 -2.918
N -0.306 -0.126 -1.841
O 0.945 -0.498 1.281
H -2.128 -1.436 0.960
H 1.329 1.075 -1.248
H 1.666 -0.552 -1.423
C 1.127 0.169 -1.879
C -0.161 -2.438 1.499
C -1.118 -1.400 1.125
C 1.053 -1.788 1.521
H -0.396 -3.474 1.810
H -0.078 2.980 1.043
H 0.163 2.565 -0.712
C -0.779 1.125 0.600
H -2.685 0.872 0.674
```

## Properties
net charge = +1
highest occupied orbital energy (alpha / beta) = -0.4727 / -0.4727 Ha
LUMO energy (alpha / beta) = -0.198 / -0.198 hartree
orbital gap (alpha / beta) = 7.49 / 7.49 eV

---

8.
DFT (ωB97M-V with the def2-TZVPD basis set) results for C4H7NS2 in the gas phase.

XYZ file:
```
14
Properties=species:S:1:pos:R:3
H -1.989 1.643 1.481
C 1.054 0.707 -1.190
H -0.591 -1.648 0.554
H 2.073 0.816 -0.909
C 0.135 -0.823 0.441
C -1.607 0.631 1.504
H 0.928 -0.995 1.155
C 0.591 -0.728 -1.016
H 1.065 1.038 -2.209
N -0.556 0.430 0.718
S -2.318 -0.475 2.496
H 1.407 -1.458 -1.205
S 0.040 1.834 -0.126
H -0.233 -0.970 -1.695
```

## Properties
highest occupied orbital energy = -0.2982 Ha
SMILES = S=CN1CCCS1
LUMO energy = 0.018 hartree
orbital gap = 8.60 eV

---

Ordered ΔE to the lowest compared entry with this formula, charge and spin results: 1.741, 0.741, 0.360, 5.820, 2.912, 0.000, 2.638, 0.508; unit eV.